1.
Below is a cluster of 8 separate species, C13H36Cl6O5 in total at a distorted geometry, with properties calculated with wB97M-V/def2-TZVPD.

HOMO energy in eV: -10.28
Orbital gap in Ha: 0.396
SMILES: ClCCl.ClCCl.ClCCl.CCO.CCO.CCO.CCO.CCO

Element x y z (Å)
C (0.245, 2.137, 3.451)
C (0.364, 0.755, 2.812)
O (-0.712, 0.555, 1.826)
H (1.114, 2.344, 4.156)
H (-0.602, 2.301, 4.092)
H (0.263, 2.958, 2.742)
H (0.284, -0.095, 3.533)
H (1.292, 0.688, 2.317)
H (-0.702, -0.411, 1.756)
C (-2.628, -1.318, -0.079)
C (-3.757, -1.678, 0.862)
O (-3.550, -3.046, 1.291)
H (-1.671, -1.537, 0.384)
H (-2.624, -0.284, -0.271)
H (-2.747, -1.988, -0.957)
H (-4.715, -1.544, 0.347)
H (-3.742, -0.933, 1.707)
H (-4.048, -3.187, 2.092)
C (-0.355, -3.025, 4.426)
C (-1.791, -2.546, 4.825)
O (-2.170, -1.368, 4.056)
H (-0.352, -4.051, 4.177)
H (0.477, -2.763, 5.141)
H (-0.211, -2.429, 3.529)
H (-1.954, -2.412, 5.867)
H (-2.459, -3.247, 4.349)
H (-1.547, -0.715, 4.402)
C (-2.737, 2.440, -0.404)
C (-1.285, 2.876, -0.666)
O (-0.378, 1.774, -0.592)
H (-3.267, 3.362, -0.681)
H (-2.951, 2.181, 0.645)
H (-3.167, 1.628, -0.981)
H (-0.972, 3.627, 0.087)
H (-1.177, 3.327, -1.641)
H (-0.354, 1.522, 0.370)
C (2.106, 3.449, -2.291)
C (3.132, 2.483, -1.684)
O (2.530, 1.396, -1.050)
H (1.490, 3.892, -1.515)
H (1.486, 2.802, -2.812)
H (2.537, 4.179, -3.006)
H (3.819, 3.014, -1.008)
H (3.671, 2.049, -2.525)
H (1.681, 1.722, -0.801)
C (5.132, -0.133, -1.912)
Cl (6.805, -0.779, -1.772)
Cl (4.126, -1.305, -2.805)
H (4.620, 0.112, -0.998)
H (5.266, 0.817, -2.523)
C (0.100, -2.480, -7.247)
Cl (-0.861, -0.993, -7.037)
Cl (1.608, -2.310, -8.107)
H (0.268, -2.841, -6.290)
H (-0.512, -3.194, -7.804)
C (1.024, -1.376, -1.237)
Cl (1.729, -1.611, 0.440)
Cl (1.063, -3.014, -2.045)
H (-0.003, -1.103, -1.285)
H (1.768, -0.678, -1.656)

Atom charges from the natural (NBO) analysis, given in e for atoms 1 to 6: number 1, C, carries -0.640; number 2, C, carries -0.072; number 3, O, carries -0.751; number 4, H, carries 0.219; number 5, H, carries 0.214; number 6, H, carries 0.215

---

2.
Below is a structure of composition C39H50AsF6N8O4 at a distorted geometry, with properties calculated with wB97M-V/def2-TZVPD.

HOMO energy in eV: -20.50
Orbital gap in Ha: 0.251
Charge: +5

Element x y z (Å)
N (9.310, 0.917, 2.198)
O (10.450, 1.154, 1.782)
O (9.126, -0.107, 2.722)
O (8.452, 1.689, 1.976)
C (11.931, 4.990, 1.724)
C (11.301, 3.942, 0.787)
O (11.891, 3.649, -0.227)
N (9.950, 3.387, 1.248)
H (10.221, 2.491, 1.625)
H (9.626, 3.932, 2.034)
C (8.801, 3.279, 0.217)
H (11.195, 5.721, 2.058)
H (12.756, 5.540, 1.271)
H (12.404, 4.352, 2.470)
H (8.535, 4.283, -0.114)
H (7.958, 2.756, 0.667)
H (9.202, 2.814, -0.684)
C (9.911, -2.915, 4.594)
N (10.854, -1.904, 3.957)
C (10.715, -0.648, 4.346)
C (11.538, 0.350, 3.934)
C (12.429, 0.114, 2.842)
C (12.666, -1.182, 2.489)
C (11.782, -2.188, 3.032)
C (13.048, 1.205, 2.008)
C (13.982, 2.096, 2.499)
C (14.655, 3.025, 1.670)
N (14.202, 3.127, 0.406)
C (13.218, 2.353, -0.091)
C (12.635, 1.363, 0.676)
C (14.981, 3.926, -0.589)
H (10.090, -3.909, 4.184)
H (8.906, -2.561, 4.367)
H (10.204, -2.945, 5.643)
H (9.956, -0.481, 5.096)
H (11.174, 1.339, 4.172)
H (13.364, -1.390, 1.692)
H (11.826, -3.224, 2.727)
H (14.324, 1.967, 3.516)
H (15.413, 3.717, 2.006)
H (12.945, 2.590, -1.109)
H (11.864, 0.780, 0.193)
H (15.548, 4.647, 0.000)
H (14.326, 4.322, -1.365)
H (15.641, 3.206, -1.072)
C (6.165, -3.012, 4.409)
N (5.817, -1.646, 3.764)
C (6.760, -0.712, 3.652)
C (6.513, 0.519, 2.950)
C (5.269, 0.824, 2.420)
C (4.304, -0.235, 2.594)
C (4.576, -1.395, 3.290)
C (4.972, 2.027, 1.672)
C (6.003, 2.583, 0.875)
C (5.795, 3.663, -0.015)
N (4.543, 4.174, 0.007)
C (3.556, 3.674, 0.747)
C (3.690, 2.544, 1.605)
C (4.388, 5.360, -0.864)
H (6.731, -2.796, 5.315)
H (6.737, -3.567, 3.665)
H (5.304, -3.590, 4.742)
H (7.736, -0.917, 4.066)
H (7.360, 1.186, 2.878)
H (3.297, 0.044, 2.320)
H (3.849, -2.175, 3.460)
H (7.005, 2.209, 1.030)
H (6.594, 4.106, -0.590)
H (2.625, 4.168, 0.511)
H (2.825, 2.130, 2.103)
H (5.286, 5.968, -0.979)
H (3.757, 6.114, -0.394)
H (3.933, 5.044, -1.803)
C (15.685, -5.209, 0.418)
N (14.356, -4.617, 0.247)
C (14.141, -3.617, -0.622)
C (12.947, -2.873, -0.630)
C (11.923, -3.272, 0.194)
C (12.170, -4.334, 1.103)
C (13.393, -4.991, 1.099)
C (10.641, -2.524, 0.263)
C (9.357, -3.070, 0.445)
C (8.209, -2.272, 0.585)
N (8.413, -0.974, 0.355)
C (9.622, -0.363, 0.330)
C (10.742, -1.109, 0.198)
C (7.210, -0.036, 0.334)
H (16.465, -4.777, -0.209)
H (15.572, -6.284, 0.275)
H (15.973, -4.947, 1.435)
H (14.924, -3.429, -1.341)
H (12.884, -2.041, -1.316)
H (11.376, -4.626, 1.775)
H (13.577, -5.780, 1.813)
H (9.320, -4.149, 0.401)
H (7.195, -2.610, 0.744)
H (9.715, 0.712, 0.275)
H (11.681, -0.604, 0.024)
H (6.912, 0.014, -0.713)
H (7.391, 0.996, 0.633)
H (6.439, -0.525, 0.930)
As (10.569, 3.383, 4.256)
F (11.896, 3.819, 5.427)
F (10.916, 4.947, 3.279)
F (9.309, 2.992, 3.091)
F (10.233, 1.911, 5.243)
F (9.428, 4.359, 5.210)
F (11.789, 2.628, 3.099)

Atom charges from the Mulliken analysis, given in e for atoms 1 to 6: number 1, N, carries 0.120; number 2, O, carries 0.115; number 3, O, carries 0.401; number 4, O, carries -0.651; number 5, C, carries -0.916; number 6, C, carries 0.548

---

3.
Below is the ion C2H7NS with charge +1 at a distorted geometry, with properties calculated with wB97M-V/def2-TZVPD.

HOMO energy (spin up / spin down) in eV: -15.23 / -14.86
Orbital gap (spin up / spin down) in Ha: 0.434 / 0.235
Multiplicity: 2
Charge: +1

Element x y z (Å)
C (-1.486, 0.597, 0.520)
S (-0.044, 0.069, 1.362)
H (-2.280, -0.086, 0.848)
H (-1.746, 1.613, 0.790)
H (-1.381, 0.476, -0.555)
C (0.861, -0.835, 0.014)
N (1.309, -0.007, -1.043)
H (1.691, -1.316, 0.546)
H (0.167, -1.633, -0.268)
H (0.679, 0.729, -1.335)
H (2.231, 0.393, -0.878)

Atom charges from the natural (NBO) analysis, given in e for atoms 1 to 6: number 1, C, carries -0.840; number 2, S, carries 0.809; number 3, H, carries 0.301; number 4, H, carries 0.290; number 5, H, carries 0.259; number 6, C, carries -0.354

---

4.
Below is the ion C5H11N2 with charge +1 at a distorted geometry, with properties calculated with wB97M-V/def2-TZVPD.

HOMO energy (spin up / spin down) in eV: -13.18 / -13.18
Orbital gap (spin up / spin down) in Ha: 0.320 / 0.320
SMILES: C=[NH+]N(C)C(=C)C
Charge: +1

Element x y z (Å)
C (0.897, -0.239, -0.071)
C (1.706, 0.672, 0.861)
C (1.502, -1.182, -0.848)
C (-1.629, -1.564, -0.987)
C (-0.859, 1.464, 0.637)
N (-1.483, -0.400, -0.536)
N (-0.542, 0.185, 0.124)
H (1.829, 1.738, 0.436)
H (2.635, 0.128, 1.017)
H (2.605, -1.167, -0.807)
H (0.928, -1.798, -1.457)
H (-2.439, -1.946, -1.591)
H (-1.027, -2.473, -0.707)
H (1.131, 0.945, 1.835)
H (-1.918, 1.692, 0.561)
H (-0.804, 1.511, 1.808)
H (-0.118, 2.361, 0.323)
H (-2.414, 0.071, -0.599)

Atom charges from the natural (NBO) analysis, given in e for atoms 1 to 6: number 1, C, carries 0.167; number 2, C, carries -0.667; number 3, C, carries -0.415; number 4, C, carries -0.076; number 5, C, carries -0.459; number 6, N, carries -0.189